No. 1
11
Properties=species:S:1:pos:R:3:forces:R:3:mulliken_charge:R:1 method="wB97M-V/def2-TZVPD" e_homo_ev=-9.299 total_energy_ev=-18466.263 largest_force_ev_per_a=6.574 lumo_ev=0.49 orbital_gap_ev=9.79
H -1.2707 1.3863 -0.0676 4.14 0.29 -1.24 0.29
N -0.1153 1.3142 -0.2897 -1.06 -2.32 0.90 -0.64
C 0.0835 -0.0016 -0.2594 -1.68 4.56 0.96 0.46
N -1.1164 -0.6776 -0.1400 0.65 -6.15 2.22 -0.25
O -2.3480 -0.1887 0.2959 0.83 2.97 1.87 -0.45
N 1.3061 -0.8569 -0.2675 -3.06 2.25 -0.69 -0.32
S 2.7669 -0.0613 0.2624 -0.53 2.50 -0.89 -0.19
H -0.9512 -1.4739 0.5442 -0.14 0.75 -1.59 0.28
H -2.1932 0.4102 1.1622 -0.29 -1.82 -2.37 0.33
H 1.1931 -1.3638 -1.1680 1.29 0.54 0.59 0.29
H 2.6452 1.5130 -0.0724 -0.16 -3.57 0.25 0.19

***

No. 2
10
Properties=species:S:1:pos:R:3:forces:R:3:mulliken_charge:R:1 method="wB97M-V/def2-TZVPD" e_homo_ev=-8.960 total_energy_ev=-16419.036 largest_force_ev_per_a=6.408 lumo_ev=-0.25 orbital_gap_ev=8.71
C -0.8913 0.0370 -0.1805 1.06 3.81 3.78 0.53
H -3.0311 0.2417 -0.0176 3.61 -3.04 0.79 0.30
H -2.3346 -1.6330 -0.7809 0.47 3.66 3.49 0.29
H -1.6322 1.6873 0.0840 -2.45 1.43 -0.02 0.16
H 0.3744 -1.7665 0.4516 -1.47 2.90 -1.48 0.33
H 1.8125 0.7481 0.9552 -0.73 1.87 2.97 0.11
N -2.1242 -0.5257 0.2578 -3.24 -1.56 -5.31 -0.60
N -0.7238 1.3975 -0.0660 1.86 -5.65 -1.28 -0.63
N 0.2648 -0.7932 -0.0547 -0.04 -1.06 0.76 -0.32
S 1.7651 -0.0031 -0.0356 0.92 -2.35 -3.70 -0.16

***

No. 3
10
Properties=species:S:1:pos:R:3:forces:R:3:mulliken_charge:R:1 method="wB97M-V/def2-TZVPD" e_homo_ev=-8.685 total_energy_ev=-16421.826 largest_force_ev_per_a=1.576 lumo_ev=0.86 smiles="N/N=C/NS" orbital_gap_ev=9.55
N 0.3419 -2.5028 0.8637 -1.07 0.06 0.69 -0.56
N 0.2604 -1.0683 0.7533 0.37 0.18 -1.37 -0.33
C 0.2149 -0.7517 -0.4807 -0.01 1.16 0.60 0.06
N 0.1220 0.5504 -0.9622 -0.13 -0.28 1.54 -0.25
S -0.3899 1.8910 -0.0764 0.22 0.01 0.21 -0.14
H 1.2909 -2.8371 0.9593 0.36 0.43 0.04 0.22
H -0.0877 -2.6113 1.7762 0.15 -0.70 -0.03 0.27
H 0.2155 -1.4607 -1.2797 0.20 -0.73 -0.39 0.36
H 0.1682 0.6856 -1.9313 -0.07 -0.07 -1.24 0.24
H -1.7070 1.6220 -0.0011 -0.03 -0.06 -0.05 0.13

***

No. 4
11
Properties=species:S:1:pos:R:3:forces:R:3:mulliken_charge:R:1 method="wB97M-V/def2-TZVPD" e_homo_ev="-7.569 / -7.569" total_energy_ev=-27252.898 largest_force_ev_per_a=4.034 lumo_ev="-0.38 / -0.38" orbital_gap_ev="7.19 / 7.19"
C -1.0592 -0.9581 0.5218 1.15 -0.23 0.73 -0.63
N -0.1014 1.3809 -0.4609 -0.97 3.02 0.90 -0.58
N -0.0078 -0.4082 -1.7450 0.27 -0.72 -1.30 -0.55
N 0.4912 0.6918 -1.3005 2.13 -2.76 -2.02 0.55
S 0.5540 0.1140 2.5365 -0.19 0.67 0.21 -0.26
S -0.8433 0.6259 0.9147 0.54 -0.46 0.03 0.18
H -1.6240 -1.1991 -0.3520 -0.27 -0.25 0.10 0.42
H -0.3463 -1.6235 1.0287 -0.89 -0.13 -0.54 0.25
H 0.7098 -0.9162 -2.3387 -0.72 0.90 0.93 0.22
H 1.4862 0.8658 -1.6399 -1.06 0.45 1.06 0.24
H 0.7407 1.4268 2.8353 0.00 -0.47 -0.11 0.15

***

No. 5
11
Properties=species:S:1:pos:R:3:forces:R:3:mulliken_charge:R:1 method="wB97M-V/def2-TZVPD" e_homo_ev="-14.952 / -14.955" total_energy_ev=-9113.598 largest_force_ev_per_a=9.216 lumo_ev="-7.08 / -7.08" charge=+1 orbital_gap_ev="7.87 / 7.88"
N 1.5749 1.0033 0.1533 0.17 -1.83 -0.13 -0.67
N 0.2229 0.6953 0.1343 -2.58 2.72 0.68 0.16
C -0.6367 -0.2961 0.0725 7.51 -5.33 -0.33 0.53
N -0.1645 -1.7793 -0.1387 -5.21 4.90 -0.43 -0.41
N -1.8982 -0.0035 -0.2939 -4.11 0.66 -0.74 0.14
O -2.3788 1.0804 -0.0595 1.19 -0.84 0.21 -0.30
H 1.7167 1.9236 -0.2360 -0.06 0.10 -0.07 0.30
H 2.3155 0.3063 -0.1777 -2.02 0.87 0.57 0.31
H -0.4588 1.5896 0.3721 2.17 -1.95 -0.87 0.39
H -0.9682 -2.4539 -0.0771 1.22 1.04 -0.06 0.30
H 0.6752 -2.0656 0.2507 1.72 -0.34 1.18 0.25

***

No. 6
8
Properties=species:S:1:pos:R:3:forces:R:3:mulliken_charge:R:1 method="wB97M-V/def2-TZVPD" e_homo_ev=-9.936 total_energy_ev=-4653.817 largest_force_ev_per_a=6.693 lumo_ev=0.66 smiles="C=O.N" orbital_gap_ev=10.60
C 2.2671 1.0964 -0.0787 -2.56 1.84 1.25 0.01
O 3.0235 0.3815 -0.6498 0.07 0.54 0.08 -0.36
H 2.1626 2.3434 -0.1390 0.83 -2.82 -0.19 0.18
H 1.3854 0.6898 0.6230 1.67 0.43 -1.14 0.16
N -2.1097 -1.3437 0.0112 3.98 2.64 4.68 -0.64
H -1.5820 -0.5555 -0.4472 -1.12 -1.26 0.63 0.21
H -2.2266 -1.0536 1.1189 -0.02 -1.06 -4.15 0.23
H -2.9204 -1.5583 -0.4385 -2.84 -0.32 -1.17 0.19

***

No. 7
8
Properties=species:S:1:pos:R:3:forces:R:3:mulliken_charge:R:1 method="wB97M-V/def2-TZVPD" e_homo_ev=-9.625 total_energy_ev=-4654.450 largest_force_ev_per_a=3.045 lumo_ev=0.87 smiles="C=O.N" orbital_gap_ev=10.49
C 1.3349 -0.1483 0.7135 1.62 -0.14 0.02 -0.19
O 0.6650 0.4036 1.5130 -1.50 0.86 1.22 -0.36
H 1.0911 -1.1679 0.3951 0.17 -0.18 -0.52 0.29
H 2.2880 0.3508 0.4343 -0.11 -0.52 -0.61 0.23
N -1.5186 0.0832 -0.7266 -0.12 -2.26 -2.04 -0.64
H -1.5517 0.2759 -1.7660 0.48 -0.58 2.08 0.21
H -1.4096 0.8809 -0.1874 0.33 1.68 0.92 0.24
H -0.8992 -0.6783 -0.3758 -0.88 1.14 -1.07 0.22

***

No. 8
8
Properties=species:S:1:pos:R:3:forces:R:3:mulliken_charge:R:1 method="wB97M-V/def2-TZVPD" e_homo_ev=-9.667 total_energy_ev=-4655.320 largest_force_ev_per_a=0.737 lumo_ev=0.99 smiles=NCO orbital_gap_ev=10.66
N -0.4487 -0.1013 0.9277 0.18 -0.69 0.17 -0.57
C 0.4591 0.3821 -0.0880 -0.25 0.20 0.19 -0.14
O -0.0141 0.1943 -1.4268 0.02 -0.33 0.64 -0.53
H -0.2530 -1.0606 1.2112 -0.07 0.33 -0.19 0.23
H -1.4247 -0.0437 0.6621 0.11 0.28 -0.03 0.24
H 0.6041 1.4516 0.0710 -0.06 0.01 -0.41 0.22
H 1.4263 -0.1071 0.0537 -0.01 -0.04 0.03 0.28
H -0.3490 -0.7152 -1.4108 0.08 0.24 -0.39 0.28

***

No. 9
8
Properties=species:S:1:pos:R:3:forces:R:3:mulliken_charge:R:1 method="wB97M-V/def2-TZVPD" e_homo_ev=-8.347 total_energy_ev=-4654.073 largest_force_ev_per_a=6.706 lumo_ev=0.99 smiles=NCO orbital_gap_ev=9.33
N -0.6902 0.0367 0.8940 3.69 -5.60 0.11 -0.41
C 0.0424 0.2311 -0.2670 2.13 4.77 -2.60 -0.04
O 1.0014 -0.7894 -0.4793 -0.40 -0.47 1.14 -0.53
H -0.3208 -0.8281 1.3914 -1.55 2.11 -0.37 0.20
H -1.3876 0.6298 1.0971 -2.76 1.84 1.32 0.14
H -0.5902 0.5555 -1.1792 0.69 -1.26 1.01 0.20
H 0.6799 1.2815 -0.1098 -0.94 -2.20 -0.55 0.13
H 1.2650 -1.1171 -1.3471 -0.86 0.80 -0.06 0.31

***

No. 10
8
Properties=species:S:1:pos:R:3:forces:R:3:mulliken_charge:R:1 method="wB97M-V/def2-TZVPD" e_homo_ev=-9.699 total_energy_ev=-4652.726 largest_force_ev_per_a=1.023 lumo_ev=-0.32 smiles="N=O.C" orbital_gap_ev=9.38
N -2.0075 1.9561 0.0941 0.37 -0.12 -0.07 -0.01
O -0.9357 1.4412 0.2419 -0.15 0.18 -0.12 -0.22
H -2.5818 1.7322 0.9401 -0.28 0.01 0.20 0.22
C 1.0900 -1.0182 -0.2620 0.63 -0.60 -0.54 -0.90
H 2.0303 -0.8489 -0.8149 -0.50 -0.11 0.09 0.24
H 0.2386 -1.0977 -0.9465 0.25 0.14 0.19 0.20
H 0.9723 -0.2247 0.4402 -0.28 0.64 0.34 0.20
H 1.1939 -1.9400 0.3072 -0.04 -0.13 -0.09 0.27